Computed, not measured: a 4-piece molecular cluster, C24H54ClN3 overall in a non-equilibrium geometry, with wB97M-V/def2-TZVPD.

LUMO level (spin up / spin down) = -7.0 / -12.9 eV
Spin multiplicity = 2
<S²> = 0.75
Net charge = +3
Electronic energy = -1570.235266 hartree
Max |F| = 3.32 eV/A

Cartesian coordinates (Å):
C -0.598 2.898 0.089
N -1.597 3.244 -1.125
H -3.044 1.738 -0.695
H 0.364 -0.262 -2.516
H 2.746 -2.221 4.441
C -3.012 2.827 -0.661
H -2.826 -4.135 4.149
C -0.582 4.025 1.161
H -0.790 1.914 0.516
H 0.310 -1.960 2.100
C 2.312 -1.432 -1.562
C 2.679 -1.126 -0.065
C 3.714 0.009 -3.188
H -0.860 -1.636 -4.244
H 3.711 0.846 -3.885
H -1.594 1.443 -2.349
H -2.119 -1.419 4.168
H -0.805 -0.144 -5.221
H -1.562 4.027 1.639
Cl -1.428 -0.873 -0.365
C -1.212 -5.336 3.686
H 4.471 0.141 -2.415
H -1.837 -0.992 2.499
C -0.309 -1.091 -5.010
C 0.209 -2.533 3.022
H 1.749 -1.747 -4.325
H -0.199 2.573 -2.510
C 2.093 -1.356 4.325
C -2.000 4.613 -3.055
H -2.945 2.767 -3.646
H -1.395 3.075 -4.440
H -0.713 5.171 -1.294
H 0.360 2.898 -0.431
N 2.390 -0.125 -2.341
C -1.533 -3.750 1.825
H 3.531 -1.734 0.239
H -2.295 5.331 -0.941
N -1.291 -2.989 3.093
C -1.662 4.717 -1.581
C 0.555 -1.588 4.198
H -0.351 5.043 0.848
H 1.365 -1.970 -1.618
C -1.284 2.482 -2.454
H 0.117 2.721 2.883
H -3.694 3.092 -1.469
C -1.956 3.205 -3.514
H 0.267 -2.037 5.149
H 2.511 -0.831 3.466
H -0.152 -5.342 3.942
H 0.892 1.075 -3.567
C -1.540 -5.270 2.187
C -1.744 -4.005 4.162
H -2.959 5.105 -3.216
H 1.403 3.459 1.796
H 3.881 -0.989 -3.594
H -1.243 5.094 -3.674
C 3.125 0.309 -0.065
H -0.884 -5.710 1.435
H -1.580 -6.223 4.201
H 4.186 0.300 -0.314
H 1.923 -1.286 0.703
H -0.007 -0.665 4.056
H -2.567 -5.593 2.014
H -0.752 -3.513 1.103
H 3.006 0.779 0.911
H 2.965 1.878 -1.688
H -3.257 -2.099 2.938
H 3.106 -2.096 -1.904
H 2.328 -0.663 5.134
C -2.237 -1.774 3.144
H -2.495 -3.569 1.347
H -3.272 3.216 0.323
C 1.151 -0.858 -4.525
H -1.401 -3.723 5.158
C 1.127 0.068 -3.221
H 0.970 -3.313 3.033
H 0.334 4.307 3.016
C 2.465 0.993 -1.293
C 0.410 3.549 2.237
H -0.367 -1.713 -5.902
H 1.394 1.176 -1.199
H 1.832 -0.419 -5.253